(1)
This record from the Open Molecules 2025 dataset describes a structure of composition C26H36N3O5RuSe2. The level of theory is ωB97M-V/def2-TZVPD.

The geometry in XYZ format:
```
73
C26H36N3O5RuSe2 (ωB97M-V/def2-TZVPD)
Ru -0.18294 1.90916 -0.98386
C -0.63158 1.35346 -4.17427
O 0.34813 1.99734 -3.35227
C 1.67850 1.59695 -3.68081
C 2.62648 2.29628 -2.74047
O 2.23212 1.93045 -1.41505
C 3.13571 2.24671 -0.35113
C 2.40736 3.06045 0.69917
O 1.14037 2.48060 1.01552
C 1.20096 1.48688 2.04311
H -0.46105 1.60015 -5.22311
H -0.59093 0.26967 -4.03957
H -1.60618 1.72177 -3.86234
H 1.76854 0.51036 -3.57611
H 1.90450 1.87322 -4.71407
H 3.64828 1.96352 -2.93623
H 2.57440 3.38218 -2.85911
H 3.50081 1.30676 0.07125
H 3.99526 2.80595 -0.72459
H 3.01932 3.14778 1.60024
H 2.20933 4.06476 0.32663
H 1.59503 1.92495 2.96106
H 0.18215 1.14568 2.21320
H 1.82153 0.63979 1.74121
C -1.00936 5.21432 -2.82923
Se 0.25260 4.63764 -1.47529
C -0.55985 5.42567 0.10990
C -2.01501 5.05944 0.32854
Se -2.32667 3.13138 0.42332
C -3.83783 3.03132 -0.79266
H -0.63896 4.82733 -3.77518
H -1.02930 6.30036 -2.86320
H -2.00094 4.81720 -2.63419
H -0.45169 6.50730 0.03668
H 0.06253 5.07994 0.93584
H -2.65072 5.44202 -0.46810
H -2.36023 5.49381 1.26555
H -4.63667 3.66010 -0.41010
H -4.15087 1.99271 -0.80441
H -3.54774 3.33600 -1.79394
C 0.89808 -4.72220 6.22333
O 1.23631 -5.65684 5.19664
C 0.65807 -5.55787 4.00630
C -0.25011 -4.54372 3.65291
C -0.80423 -4.53257 2.39381
C -0.46677 -5.53370 1.47325
C 0.41190 -6.56673 1.84392
C 0.98782 -6.56577 3.08424
N -1.02852 -5.65130 0.20984
N -1.70101 -4.79995 -0.34947
C -1.69969 -3.45653 -0.44210
C -2.94278 -2.82854 -0.67164
C -3.05187 -1.47644 -0.84029
C -1.90079 -0.65666 -0.86368
O -1.96278 0.59432 -1.06472
C -0.59879 -1.29316 -0.70531
N 0.47082 -0.47540 -0.82798
C 1.67295 -1.01694 -0.80444
C 1.88900 -2.39032 -0.64542
C 0.81191 -3.22412 -0.49560
C -0.48313 -2.67878 -0.51604
H 1.46956 -5.02497 7.09356
H -0.16740 -4.76854 6.45061
H 1.18148 -3.70958 5.93280
H -0.53669 -3.78867 4.36919
H -1.52889 -3.76998 2.13962
H 0.61673 -7.35298 1.12942
H 1.67266 -7.34244 3.39446
H -3.82213 -3.45959 -0.68735
H -4.01612 -1.01067 -0.98809
H 2.50788 -0.34315 -0.93655
H 2.89766 -2.77842 -0.65554
H 0.96351 -4.28916 -0.39159
```

## Properties
E_LUMO (spin up / spin down), eV: -6.04 / -6.93
Multiplicity: 6
ΔE to the lowest compared entry with this formula, charge and spin, kJ/mol: 55.0
E_HOMO (spin up / spin down), eV: -12.42 / -13.44
HOMO-LUMO gap (spin up / spin down), eV: 6.381 / 6.507
Charge: +2

---

(2)
This record from the Open Molecules 2025 dataset describes a structure of composition C4H8Se. The level of theory is ωB97M-V/def2-TZVPD.

The geometry in XYZ format:
```
13
C4H8Se (ωB97M-V/def2-TZVPD)
C 0.89188 -1.32370 0.18159
C 0.26551 -0.19327 -0.05887
C -1.49575 0.04899 0.68527
C 0.65752 1.05888 -0.66194
Se 2.02781 0.93853 -2.05656
H 1.99147 -1.38073 0.00003
H 0.23646 -2.06354 0.46712
H -1.93252 -1.01385 0.80844
H -1.97639 0.65369 -0.06217
H -1.21771 0.63110 1.42876
H 1.02319 1.73962 0.09699
H -0.13875 1.59836 -1.19126
H 3.17164 0.68302 -1.32703
```

## Properties
E_LUMO, eV: 0.84
ΔE to the lowest compared entry with this formula, charge and spin, kJ/mol: 228.9
E_HOMO, eV: -8.77
HOMO-LUMO gap, eV: 9.608
Charge: 0